1.
{
  "formula": "C29H34AsN5O4ReS",
  "method": "ωB97M-V/def2-TZVPD",
  "charge": 2,
  "multiplicity": 4,
  "s_squared": 3.763,
  "homo_ev": [-13.629, -12.955],
  "elements": ["Re", "O", "S", "O", "O", "O", "C", "C", "C", "C", "C", "C", "As", "C", "C", "C", "C", "C", "C", "C", "C", "C", "C", "C", "C", "H", "H", "H", "H", "H", "H", "H", "H", "H", "H", "H", "H", "H", "C", "C", "C", "C", "C", "N", "H", "H", "H", "H", "H", "H", "H", "H", "H", "C", "N", "C", "N", "C", "N", "C", "N", "C", "C", "H", "H", "H", "H", "H", "H", "H", "H", "H", "H", "H", "H"],
  "coordinates": [[-0.230, -1.034, -1.187], [-2.449, -0.980, 2.029], [-1.857, -1.578, 0.675], [-2.443, -2.853, 0.519], [-0.355, -1.523, 0.849], [-2.139, -0.582, -0.423], [-2.665, -1.173, 7.470], [-2.871, 0.155, 7.114], [-2.676, 0.561, 5.804], [-2.280, -0.391, 4.874], [-2.072, -1.728, 5.209], [-2.271, -2.113, 6.522], [-1.707, 0.183, 3.179], [0.186, 0.332, 3.164], [1.136, -0.632, 3.451], [2.470, -0.255, 3.436], [2.815, 1.064, 3.150], [1.843, 2.021, 2.877], [0.505, 1.656, 2.876], [-0.650, 2.560, 2.604], [-0.573, 3.911, 2.314], [-1.736, 4.634, 2.060], [-2.985, 4.025, 2.092], [-3.086, 2.677, 2.400], [-1.918, 1.977, 2.651], [-2.820, -1.480, 8.496], [-3.189, 0.875, 7.855], [-2.831, 1.594, 5.517], [-1.786, -2.455, 4.459], [-2.120, -3.145, 6.808], [0.851, -1.650, 3.681], [3.242, -0.985, 3.648], [3.860, 1.355, 3.157], [2.136, 3.043, 2.670], [0.388, 4.409, 2.288], [-1.663, 5.691, 1.834], [-3.879, 4.599, 1.886], [-4.053, 2.195, 2.448], [4.577, -0.705, -3.322], [4.320, -1.114, -1.858], [4.973, -0.114, -0.891], [4.837, -2.543, -1.593], [2.860, -1.108, -1.650], [1.722, -1.108, -1.529], [5.645, -0.787, -3.523], [4.269, 0.327, -3.501], [4.048, -1.362, -4.015], [6.049, -0.132, -1.060], [4.778, -0.384, 0.149], [4.613, 0.902, -1.066], [5.925, -2.532, -1.662], [4.449, -3.247, -2.331], [4.558, -2.887, -0.596], [-1.285, 0.755, -3.358], [-0.713, -0.658, -3.228], [0.350, -0.798, -4.300], [-0.165, -0.516, -5.607], [-0.698, 0.853, -5.647], [-1.790, 1.011, -4.676], [-2.857, 0.047, -4.985], [-2.340, -1.325, -4.943], [-1.839, -1.623, -3.633], [-1.257, -1.450, -5.926], [-0.479, 1.450, -3.124], [-2.083, 0.854, -2.623], [0.717, -1.825, -4.258], [1.160, -0.111, -4.053], [-1.069, 1.065, -6.647], [0.098, 1.560, -5.409], [-3.252, 0.251, -5.977], [-3.662, 0.156, -4.257], [-1.424, -2.631, -3.620], [-2.636, -1.545, -2.893], [-1.648, -1.209, -6.912], [-0.878, -2.473, -5.936]],
  "lowdin_spin": [2.56, 0.00, 0.03, 0.01, 0.08, 0.07, 0.00, 0.00, 0.00, 0.00, 0.00, 0.00, 0.00, 0.00, 0.00, 0.00, 0.00, 0.00, 0.00, 0.00, 0.00, 0.00, 0.00, 0.00, 0.00, 0.00, 0.00, 0.00, 0.00, 0.00, 0.00, 0.00, 0.00, 0.00, 0.00, 0.00, 0.00, 0.00, 0.00, 0.01, 0.01, 0.00, 0.09, 0.04, 0.00, 0.00, 0.00, 0.00, 0.00, 0.00, 0.00, 0.00, 0.00, 0.02, 0.03, 0.01, 0.00, 0.00, 0.01, 0.00, 0.00, 0.02, 0.00, 0.00, 0.00, 0.00, 0.00, 0.00, 0.00, 0.00, 0.00, 0.00, 0.00, 0.00, 0.00]
}

2.
{
  "formula": "C29H34BaCl3FI2N4O3",
  "method": "ωB97M-V/def2-TZVPD",
  "charge": 2,
  "homo_ev": -12.811,
  "elements": ["Ba", "C", "C", "C", "C", "C", "C", "C", "C", "C", "C", "H", "H", "H", "H", "H", "H", "H", "H", "H", "H", "H", "H", "H", "H", "I", "C", "I", "H", "H", "C", "C", "N", "C", "C", "C", "O", "O", "C", "O", "C", "C", "C", "F", "C", "C", "C", "N", "C", "C", "N", "C", "C", "H", "H", "H", "H", "H", "H", "H", "H", "H", "H", "H", "H", "H", "H", "H", "H", "H", "H", "Cl", "C", "Cl", "Cl", "C", "N"],
  "coordinates": [[-0.011, -0.287, 0.613], [-5.725, -1.493, 0.116], [-4.695, -0.572, -0.544], [-5.382, 0.348, -1.548], [-3.875, 0.179, 0.494], [-3.314, -0.500, 1.580], [-2.566, 0.165, 2.546], [-2.344, 1.543, 2.477], [-1.560, 2.255, 3.541], [-2.900, 2.220, 1.394], [-3.639, 1.552, 0.420], [-6.366, -1.946, -0.640], [-6.363, -0.932, 0.801], [-5.262, -2.303, 0.678], [-3.992, -1.200, -1.105], [-6.056, 1.049, -1.052], [-5.980, -0.245, -2.240], [-4.670, 0.923, -2.143], [-3.449, -1.571, 1.680], [-2.119, -0.402, 3.358], [-0.582, 1.794, 3.692], [-2.087, 2.215, 4.495], [-1.411, 3.303, 3.284], [-2.769, 3.293, 1.318], [-4.066, 2.127, -0.391], [1.991, 0.273, -2.576], [1.040, 2.143, -2.880], [-0.605, 2.422, -1.564], [0.671, 2.189, -3.898], [1.761, 2.930, -2.695], [5.783, -4.128, 4.591], [6.107, -3.154, 3.470], [4.973, -2.960, 2.556], [4.177, -1.875, 2.739], [3.081, -1.607, 1.988], [2.162, -0.434, 2.223], [1.113, -0.672, 2.872], [2.285, 0.568, 1.485], [2.695, -2.496, 0.936], [1.679, -2.287, 0.231], [3.538, -3.662, 0.763], [3.218, -4.588, -0.240], [3.997, -5.687, -0.412], [3.656, -6.604, -1.352], [5.148, -5.924, 0.366], [5.463, -5.011, 1.351], [4.661, -3.876, 1.580], [5.961, -7.047, 0.155], [6.319, -7.934, 1.233], [5.600, -9.273, 1.094], [5.930, -9.853, -0.256], [5.545, -8.926, -1.384], [6.233, -7.585, -1.156], [6.649, -4.261, 5.238], [5.493, -5.105, 4.204], [4.961, -3.753, 5.199], [6.975, -3.464, 2.888], [6.352, -2.173, 3.873], [4.477, -1.217, 3.544], [2.340, -4.427, -0.852], [6.361, -5.169, 1.929], [6.060, -7.493, 2.193], [7.403, -8.109, 1.244], [4.518, -9.152, 1.120], [5.909, -9.994, 1.850], [5.461, -10.752, -0.373], [6.936, -10.039, -0.304], [4.462, -8.836, -1.351], [5.854, -9.396, -2.316], [5.929, -6.887, -1.931], [7.318, -7.722, -1.265], [-3.688, -3.718, -3.584], [-2.014, -3.198, -3.784], [-1.817, -2.252, -5.264], [-0.920, -4.598, -3.793], [-1.651, -2.362, -2.645], [-1.395, -1.701, -1.748]],
  "lowdin_charge": [1.73, -0.06, -0.38, -0.07, -0.20, -0.08, -0.12, -0.32, -0.03, -0.07, -0.06, 0.08, 0.10, 0.07, 0.11, 0.09, 0.08, 0.08, 0.11, 0.12, 0.08, 0.10, 0.09, 0.12, 0.11, 0.78, -1.13, 0.79, -0.03, -0.02, -0.05, -0.18, -0.03, 0.05, -0.04, -0.78, -0.17, -0.15, -0.32, -0.19, -0.05, 0.09, -0.18, 0.06, -0.14, 0.07, -0.11, -0.09, -0.13, -0.07, 0.06, -0.08, -0.13, 0.09, 0.07, 0.09, 0.12, 0.13, 0.16, 0.14, 0.12, 0.13, 0.14, 0.15, 0.14, 0.19, 0.19, 0.13, 0.14, 0.14, 0.14, 0.65, -1.61, 0.65, 0.63, -0.38, 0.15]
}

3.
{
  "formula": "C29H34Cl5CsN2O4SeSi2Te",
  "method": "ωB97M-V/def2-TZVPD",
  "charge": -2,
  "homo_ev": -1.604,
  "elements": ["Cs", "Cl", "C", "C", "Cl", "C", "Cl", "C", "O", "C", "O", "C", "Cl", "C", "Si", "C", "C", "C", "Te", "C", "Si", "C", "C", "C", "H", "H", "H", "H", "H", "H", "H", "H", "H", "H", "H", "H", "H", "H", "H", "H", "H", "H", "H", "H", "H", "H", "C", "N", "C", "Se", "N", "C", "C", "C", "C", "C", "C", "H", "H", "H", "H", "H", "H", "H", "H", "Cl", "C", "C", "C", "C", "C", "C", "C", "O", "O", "H", "H", "H", "H"],
  "coordinates": [[0.989, -0.374, -0.653], [2.312, 5.810, 0.370], [2.026, 4.164, 0.860], [2.903, 3.525, 1.708], [4.305, 4.355, 2.322], [2.641, 2.199, 2.080], [3.781, 1.344, 3.091], [1.506, 1.475, 1.675], [1.326, 0.242, 1.995], [0.542, 2.173, 0.818], [-0.515, 1.572, 0.411], [0.886, 3.478, 0.411], [-0.160, 4.230, -0.762], [-2.258, -4.469, 0.680], [-2.759, -4.179, 2.454], [-1.517, -5.014, 3.583], [-4.433, -4.989, 2.742], [-2.864, -2.364, 2.847], [-1.124, -1.268, 2.144], [-1.052, 0.056, 3.823], [-0.132, -0.618, 5.295], [1.525, -1.325, 4.834], [0.093, 0.783, 6.531], [-1.152, -1.952, 6.142], [-2.403, -5.517, 0.401], [-1.205, -4.221, 0.524], [-2.843, -3.846, 0.002], [-1.361, -6.054, 3.283], [-1.854, -5.013, 4.623], [-0.554, -4.498, 3.536], [-4.382, -6.069, 2.572], [-5.182, -4.576, 2.061], [-4.778, -4.823, 3.766], [-2.928, -2.231, 3.928], [-3.748, -1.914, 2.388], [-2.077, 0.352, 4.063], [-0.520, 0.918, 3.414], [2.054, -0.639, 4.163], [1.399, -2.266, 4.293], [2.129, -1.512, 5.726], [0.704, 1.577, 6.095], [0.593, 0.433, 7.439], [-0.869, 1.217, 6.818], [-1.271, -2.820, 5.490], [-2.148, -1.593, 6.418], [-0.650, -2.287, 7.055], [-5.182, 1.254, -2.827], [-4.441, 1.478, -1.612], [-3.823, 0.514, -0.869], [-3.885, -1.298, -1.175], [-3.224, 1.138, 0.164], [-3.438, 2.501, 0.092], [-3.038, 3.544, 0.908], [-3.491, 4.811, 0.575], [-4.303, 5.030, -0.542], [-4.687, 3.984, -1.369], [-4.238, 2.719, -1.025], [-5.191, 0.183, -3.016], [-4.700, 1.770, -3.660], [-6.206, 1.617, -2.720], [-2.458, 0.692, 0.692], [-2.367, 3.372, 1.738], [-3.178, 5.656, 1.174], [-4.618, 6.038, -0.781], [-5.296, 4.151, -2.249], [8.610, 1.244, -2.538], [7.010, 0.603, -2.874], [6.805, -0.113, -4.041], [5.539, -0.614, -4.303], [4.490, -0.424, -3.410], [4.731, 0.298, -2.246], [5.987, 0.822, -1.969], [3.102, -1.004, -3.733], [2.951, -1.463, -4.874], [2.271, -0.944, -2.788], [7.626, -0.267, -4.730], [5.330, -1.168, -5.209], [3.924, 0.454, -1.540], [6.166, 1.387, -1.065]],
  "lowdin_charge": [1.34, 0.59, -0.74, -0.74, 0.59, -0.60, 0.64, -0.55, -0.43, -0.56, -0.38, -0.60, 0.67, -0.19, 0.35, -0.19, -0.19, -0.58, 1.27, -0.55, 0.38, -0.19, -0.19, -0.19, 0.03, 0.03, -0.02, 0.02, 0.02, 0.02, 0.02, 0.03, 0.02, -0.01, 0.00, 0.02, 0.00, -0.01, 0.02, 0.03, 0.03, 0.02, 0.02, 0.00, 0.03, 0.03, -0.05, -0.08, -0.75, 0.58, 0.12, -0.18, -0.02, -0.11, -0.11, -0.02, -0.16, 0.02, 0.10, 0.09, 0.06, 0.12, 0.10, 0.09, 0.10, 0.59, -0.67, -0.12, -0.03, -0.12, -0.01, -0.10, -0.67, -0.03, -0.38, 0.09, 0.11, 0.09, 0.10]
}

In u, the molecular weight values for the records above are, in order, 809.8 1003.1 1047.5.